Run i
Entry from OMol25: a cluster of 17 separate species, C16H66O25 in total (ωB97M-V/def2-TZVPD).

- HOMO (eV) = -9.7
- net charge = 0
- frontier orbital gap (eV) = 8.83

The geometry in XYZ format:
```
107
C16H66O25 | OMol25 | ωB97M-V/def2-TZVPD
O -2.827 -1.498 0.719
H -3.355 -0.679 0.998
H -2.623 -1.942 1.525
O 3.353 -1.613 1.472
H 2.569 -1.128 1.232
H 4.061 -1.009 1.476
O 3.071 -0.954 4.028
H 2.251 -0.469 3.915
H 3.207 -1.074 3.093
O 1.138 1.925 -4.291
H 1.356 0.993 -4.178
H 0.539 2.020 -3.563
O -2.738 3.790 -2.885
H -2.690 3.378 -1.945
H -3.565 4.278 -2.902
O -3.729 -0.665 -1.813
H -3.481 -1.179 -2.575
H -3.401 -1.198 -1.060
O 4.077 -0.731 -2.333
H 3.216 -0.716 -2.681
H 4.513 -0.194 -2.999
O -3.707 1.071 1.591
H -2.907 1.161 2.147
H -4.424 0.700 2.129
O -2.819 2.018 -0.874
H -3.427 1.422 -1.261
H -3.205 2.097 -0.026
C -0.501 2.667 2.613
C 0.054 1.568 3.490
O 1.396 1.407 3.119
O -1.905 2.673 3.037
H -0.430 2.289 1.588
H 0.071 3.597 2.805
H -0.511 0.648 3.378
H -0.010 1.737 4.563
H 1.918 2.119 3.475
H -1.764 3.025 3.911
C -0.415 0.179 -0.608
C 0.950 -0.030 -0.027
O 0.971 -0.665 1.217
O -0.267 1.273 -1.527
H -1.256 0.223 0.122
H -0.640 -0.727 -1.152
H 1.509 0.942 0.102
H 1.635 -0.436 -0.804
H 0.868 0.043 1.853
H -1.214 1.432 -1.788
C -0.734 4.928 -0.159
C 0.641 4.504 -0.041
O 1.012 3.638 -1.031
O -0.917 5.733 0.990
H -1.564 4.133 0.084
H -0.966 5.501 -1.109
H 0.833 4.050 0.858
H 1.320 5.344 -0.225
H 0.508 2.807 -1.155
H -1.848 5.812 1.090
C -0.723 -1.842 6.102
C 0.397 -2.216 5.104
O 0.133 -1.644 3.870
O -0.659 -2.485 7.388
H -1.669 -2.071 5.539
H -0.555 -0.833 6.285
H 0.218 -3.289 4.934
H 1.420 -1.999 5.401
H -0.731 -1.918 3.609
H -0.198 -1.901 7.938
C 0.061 -3.682 0.191
C -0.696 -5.035 0.476
O 0.156 -6.075 1.070
O -0.803 -3.075 -0.752
H 1.022 -3.944 -0.179
H 0.107 -3.117 1.143
H -1.017 -5.422 -0.457
H -1.568 -4.951 1.061
H 0.116 -5.875 1.948
H -1.299 -2.413 -0.267
C 0.147 -3.428 -3.804
C -0.081 -4.977 -3.493
O -0.292 -5.735 -4.648
O 1.020 -2.899 -2.815
H -0.788 -2.898 -3.998
H 0.704 -3.538 -4.752
H -0.853 -4.996 -2.650
H 0.881 -5.429 -3.197
H -0.796 -5.183 -5.219
H 0.525 -3.017 -1.952
C 4.216 2.323 0.356
C 4.830 3.578 0.793
O 5.251 4.185 -0.398
O 3.995 1.434 1.387
H 4.940 1.867 -0.378
H 3.247 2.569 -0.171
H 5.787 3.508 1.415
H 4.181 4.213 1.350
H 5.818 4.939 -0.152
H 3.407 1.875 1.985
C -2.639 -0.703 -5.281
C -1.408 -0.025 -4.745
O -1.924 0.968 -3.841
O -3.268 -1.489 -4.261
H -2.376 -1.414 -6.039
H -3.416 -0.088 -5.746
H -1.023 0.362 -5.632
H -0.709 -0.716 -4.375
H -2.445 0.477 -3.239
H -3.841 -2.196 -4.514
```

Run ii
Entry from OMol25: a cluster of 17 separate species, C16H66O25 in total (ωB97M-V/def2-TZVPD).

- HOMO (eV) = -9.0
- net charge = 0
- frontier orbital gap (eV) = 9.15

The geometry in XYZ format:
```
107
C16H66O25 | OMol25 | ωB97M-V/def2-TZVPD
O 0.869 3.100 -2.045
H 1.301 3.844 -2.482
H 1.199 2.316 -2.491
O -3.518 2.048 0.910
H -2.989 2.165 1.697
H -3.422 2.759 0.275
O 2.212 3.301 0.305
H 2.539 2.372 0.457
H 1.757 3.199 -0.519
O -0.594 0.626 -3.090
H -0.975 -0.186 -3.087
H -0.827 1.061 -2.260
O 3.684 1.048 0.254
H 3.506 0.307 -0.342
H 4.566 1.399 0.068
O -3.402 -0.045 -2.592
H -3.834 -0.114 -1.749
H -3.472 -0.935 -2.908
O 3.310 -1.461 -1.034
H 3.866 -2.165 -0.747
H 2.985 -1.604 -1.921
O -3.550 3.665 -1.195
H -2.879 3.764 -1.917
H -4.376 4.004 -1.487
O 4.157 -1.129 1.877
H 5.011 -0.707 1.979
H 3.676 -0.466 1.457
C -0.927 0.090 -0.158
C 0.565 0.073 -0.124
O 0.857 -1.276 0.016
O -1.349 1.425 -0.477
H -1.384 -0.203 0.765
H -1.347 -0.578 -0.905
H 0.989 0.555 0.713
H 1.069 0.506 -1.040
H 1.789 -1.397 -0.162
H -2.230 1.678 -0.155
C -1.536 6.640 -0.363
C -1.676 5.670 0.753
O -0.942 4.464 0.545
O -2.265 7.813 -0.135
H -1.765 6.223 -1.317
H -0.470 6.959 -0.416
H -2.746 5.458 0.857
H -1.381 6.169 1.661
H -1.303 3.933 -0.188
H -3.210 7.615 -0.224
C -1.104 -2.713 2.740
C 0.274 -2.970 3.349
O 1.300 -2.169 2.713
O -0.892 -3.071 1.391
H -1.410 -1.699 2.825
H -1.804 -3.369 3.248
H 0.496 -4.025 3.212
H 0.339 -2.886 4.439
H 1.267 -1.219 2.832
H -0.218 -2.514 1.002
C 1.456 -5.544 1.051
C 2.655 -4.960 1.759
O 2.815 -3.712 1.107
O 1.170 -6.717 1.617
H 1.811 -5.795 0.010
H 0.621 -4.863 0.856
H 3.535 -5.577 1.775
H 2.415 -4.647 2.796
H 2.229 -3.051 1.534
H 1.865 -7.340 1.381
C -0.087 0.986 3.296
C -0.059 2.457 2.925
O -1.366 2.948 2.745
O 1.266 0.634 3.414
H -0.569 0.342 2.563
H -0.571 0.820 4.226
H 0.504 2.685 2.015
H 0.517 2.953 3.754
H -1.220 3.736 2.189
H 1.843 1.302 3.804
C 0.077 -4.040 -2.075
C -1.219 -3.271 -2.442
O -0.969 -2.263 -3.370
O 0.503 -4.656 -3.299
H -0.037 -4.918 -1.400
H 0.879 -3.527 -1.579
H -1.634 -2.921 -1.510
H -1.992 -3.933 -2.849
H -0.842 -2.607 -4.269
H 1.338 -5.164 -3.119
C 3.820 1.498 -3.345
C 4.074 2.933 -2.936
O 5.458 3.172 -2.689
O 2.446 1.336 -3.439
H 4.126 0.752 -2.640
H 4.340 1.282 -4.285
H 3.569 3.031 -1.944
H 3.551 3.590 -3.634
H 5.455 4.052 -2.452
H 2.182 0.506 -3.822
C -3.969 -1.716 0.161
C -4.855 -2.118 1.403
O -5.121 -3.520 1.580
O -4.416 -0.475 -0.204
H -4.127 -2.383 -0.666
H -2.908 -1.791 0.238
H -5.878 -1.667 1.298
H -4.363 -1.602 2.196
H -5.764 -3.829 0.953
H -4.333 0.206 0.474
```

Most stable = run ii

Run i
Entry from OMol25: a structure of composition C2H6N6 (ωB97M-V/def2-TZVPD).

- HOMO (eV) = -8.9
- net charge = 0
- frontier orbital gap (eV) = 9.46

The geometry in XYZ format:
```
14
C2H6N6 | OMol25 | ωB97M-V/def2-TZVPD
C 0.709 0.492 0.071
C -0.572 -1.170 -0.937
H -0.612 1.660 2.394
H -0.019 3.149 1.403
H 2.326 0.093 -0.968
H 0.807 -2.414 -0.409
H -2.366 -1.884 -0.732
H -1.460 0.475 -0.074
N -0.245 2.058 1.375
N 0.951 1.365 1.068
N 1.595 -0.467 -0.410
N 0.935 -1.338 -1.241
N -1.399 -1.998 -1.275
N -0.649 -0.021 -0.266
```

Run ii
Entry from OMol25: the molecule C2H6N6 (ωB97M-V/def2-TZVPD).

- HOMO (eV) = -8.4
- net charge = 0
- frontier orbital gap (eV) = 8.96
- SMILES = N=C1NNC(=N)NN1

The geometry in XYZ format:
```
14
C2H6N6 | OMol25 | ωB97M-V/def2-TZVPD
N 1.479 1.902 -0.752
C 0.766 1.032 -0.299
N -0.509 1.118 0.186
N -1.250 -0.036 -0.019
C -0.624 -1.226 0.213
N -1.289 -2.256 0.487
N 0.738 -1.291 0.310
N 1.321 -0.306 -0.614
H 1.170 2.906 -0.736
H -0.944 1.921 -0.309
H -2.062 0.155 0.736
H -2.308 -1.664 0.488
H 1.189 -2.174 0.398
H 2.324 -0.080 -0.088
```

Most stable = run ii